{
  "formula": "C31H24IMnN9O8",
  "method": "the ωB97M-V functional and the def2-TZVPD basis",
  "e_homo_ha": [-0.291, -0.266],
  "gap_ev": [7.354, 6.677],
  "spin_multiplicity": 2,
  "lumo_ev": [-0.6, -0.6],
  "de_lowest_kcal_mol": 12.2,
  "energy_ev": -101751.493,
  "symbols": ["Mn", "N", "C", "N", "C", "N", "N", "C", "C", "C", "C", "C", "C", "N", "C", "C", "C", "C", "C", "C", "H", "H", "H", "H", "H", "H", "H", "H", "H", "H", "H", "C", "C", "N", "C", "C", "N", "C", "O", "O", "C", "O", "O", "H", "H", "H", "H", "H", "O", "C", "O", "C", "C", "C", "C", "O", "C", "O", "C", "C", "H", "H", "H", "H", "H", "I", "C", "C", "N", "N", "C", "H", "H", "H"],
  "xyz": [[-0.264, -0.664, 1.669], [1.587, 3.642, -1.777], [0.824, 3.482, -0.685], [0.942, 2.548, 0.195], [1.946, 1.595, 0.009], [2.260, 0.709, 0.877], [1.417, 0.447, 1.921], [1.913, 0.458, 3.101], [1.101, -0.149, 4.147], [1.450, -0.132, 5.492], [0.639, -0.789, 6.399], [-0.490, -1.451, 5.937], [-0.767, -1.423, 4.582], [0.001, -0.782, 3.704], [2.715, 1.616, -1.244], [3.579, 0.581, -1.602], [4.231, 0.614, -2.817], [4.026, 1.679, -3.696], [3.164, 2.704, -3.365], [2.508, 2.660, -2.139], [1.336, 4.349, -2.449], [0.046, 4.230, -0.553], [2.922, 0.806, 3.297], [2.348, 0.382, 5.806], [0.887, -0.794, 7.452], [-1.141, -1.990, 6.610], [-1.623, -1.942, 4.168], [3.699, -0.248, -0.918], [4.890, -0.196, -3.097], [4.526, 1.691, -4.655], [2.975, 3.519, -4.053], [-3.973, -1.427, 0.740], [-2.863, -2.411, 0.848], [-1.632, -2.174, 1.260], [-0.931, -3.346, 1.102], [-1.758, -4.314, 0.626], [-2.976, -3.703, 0.473], [-1.592, -5.739, 0.255], [-0.400, -6.251, 0.436], [-2.561, -6.371, -0.111], [0.541, -3.340, 1.311], [1.166, -4.406, 1.213], [1.023, -2.199, 1.579], [-3.555, -0.434, 0.596], [-4.600, -1.421, 1.634], [-4.606, -1.666, -0.114], [-3.781, -4.180, 0.098], [0.262, -5.547, 0.764], [0.096, -1.879, -1.388], [-0.184, -0.692, -1.287], [-0.464, -0.053, -0.207], [-0.162, 0.181, -2.527], [-0.821, 1.403, -2.556], [-0.787, 2.229, -3.685], [-0.050, 1.778, -4.751], [0.220, 2.416, -5.941], [0.750, 1.381, -6.767], [1.297, 0.393, -5.906], [0.600, 0.554, -4.728], [0.556, -0.275, -3.640], [-1.376, 1.703, -1.676], [-1.315, 3.173, -3.724], [1.532, 1.788, -7.403], [-0.065, 0.941, -7.355], [1.051, -1.236, -3.605], [-4.889, 2.881, 3.918], [-3.224, 2.194, 2.924], [-2.332, 2.927, 2.172], [-1.414, 2.064, 1.711], [-1.659, 0.817, 2.117], [-2.755, 0.876, 2.860], [-2.292, 3.980, 1.950], [-0.560, 2.240, 1.156], [-3.165, -0.012, 3.311]],
  "mulliken_spin": [1.09, 0.00, 0.00, 0.00, 0.00, 0.00, -0.02, -0.02, 0.01, 0.00, 0.00, 0.00, 0.01, -0.03, -0.01, 0.00, 0.00, 0.00, 0.00, 0.00, 0.00, 0.00, 0.00, 0.00, 0.00, 0.00, 0.00, 0.00, 0.00, 0.00, 0.00, 0.00, 0.00, 0.00, 0.00, 0.00, 0.00, 0.00, 0.00, 0.00, -0.01, 0.01, -0.01, 0.00, 0.00, 0.00, 0.00, 0.00, 0.00, 0.00, 0.00, 0.00, 0.00, 0.00, 0.00, 0.00, 0.00, 0.00, 0.00, 0.00, 0.00, 0.00, 0.00, 0.00, 0.00, 0.00, 0.00, 0.00, -0.01, -0.01, 0.00, 0.00, 0.00, 0.00]
}


{
  "formula": "C31H24IN5O5S4V",
  "method": "the ωB97M-V functional and the def2-TZVPD basis",
  "e_homo_ha": [-0.271, -0.271],
  "gap_ev": [5.013, 5.321],
  "spin_multiplicity": 2,
  "lumo_ev": [-2.4, -2.1],
  "energy_ev": -127354.699,
  "symbols": ["V", "C", "C", "N", "C", "C", "C", "O", "C", "C", "N", "C", "C", "C", "C", "C", "C", "I", "C", "O", "H", "H", "H", "H", "H", "H", "H", "H", "H", "H", "H", "H", "S", "C", "N", "C", "C", "C", "C", "C", "C", "S", "H", "H", "H", "H", "C", "C", "C", "C", "N", "C", "C", "C", "C", "C", "C", "N", "H", "H", "H", "H", "H", "H", "H", "H", "O", "S", "O", "O", "S"],
  "xyz": [[0.081, -0.173, 0.253], [-3.119, -1.105, -2.618], [-2.706, -2.226, -1.728], [-3.254, -3.405, -1.912], [-2.882, -4.435, -1.164], [-1.982, -4.358, -0.113], [-1.601, -5.597, 0.661], [-0.219, -5.680, 0.918], [-1.396, -3.102, 0.157], [-0.597, -2.822, 1.311], [-0.043, -1.678, 1.596], [0.434, -1.417, 2.880], [0.229, -2.253, 3.988], [0.659, -1.882, 5.245], [1.292, -0.664, 5.451], [1.527, 0.172, 4.379], [1.114, -0.206, 3.110], [-1.853, 0.947, 1.773], [-1.710, -2.034, -0.736], [-1.027, -0.964, -0.556], [-3.765, -1.497, -3.396], [-2.235, -0.647, -3.064], [-3.656, -0.347, -2.050], [-3.341, -5.377, -1.429], [-1.950, -6.479, 0.108], [-2.094, -5.605, 1.640], [0.254, -5.704, 0.078], [-0.537, -3.636, 2.031], [-0.279, -3.198, 3.876], [0.492, -2.551, 6.074], [1.628, -0.377, 6.434], [2.060, 1.102, 4.503], [0.258, -1.720, -3.071], [1.173, -2.470, -1.890], [1.484, -1.984, -0.717], [2.355, -2.788, -0.026], [2.960, -2.511, 1.198], [3.842, -3.420, 1.742], [4.140, -4.616, 1.098], [3.574, -4.907, -0.130], [2.689, -3.995, -0.677], [1.872, -4.076, -2.219], [2.800, -1.576, 1.709], [4.308, -3.175, 2.683], [4.829, -5.316, 1.546], [3.811, -5.817, -0.661], [3.967, 0.082, -2.246], [3.548, 0.513, -3.493], [2.307, 1.112, -3.597], [1.502, 1.220, -2.462], [1.891, 0.752, -1.272], [3.101, 0.219, -1.170], [0.171, 1.841, -2.530], [-0.181, 2.710, -3.566], [-1.465, 3.216, -3.620], [-2.363, 2.838, -2.636], [-1.918, 2.005, -1.621], [-0.685, 1.525, -1.556], [4.940, -0.359, -2.095], [4.178, 0.394, -4.363], [1.951, 1.456, -4.555], [3.439, -0.082, -0.188], [0.541, 3.005, -4.310], [-1.761, 3.883, -4.416], [-3.381, 3.189, -2.644], [-2.592, 1.722, -0.824], [3.648, 1.954, 3.355], [3.670, 0.754, 2.574], [4.438, 0.784, 1.357], [3.735, -0.489, 3.298], [1.608, 0.790, 1.749]],
  "mulliken_spin": [1.17, 0.00, -0.01, 0.01, -0.01, 0.01, 0.00, 0.00, 0.01, 0.03, -0.03, -0.01, -0.01, 0.00, 0.00, 0.00, 0.01, -0.04, 0.00, -0.08, 0.00, 0.00, 0.00, 0.00, 0.00, 0.00, 0.00, -0.01, 0.00, 0.00, 0.00, 0.00, -0.01, 0.01, -0.02, 0.00, -0.01, 0.00, 0.00, 0.00, 0.00, 0.00, 0.00, 0.00, 0.00, 0.00, 0.00, 0.00, -0.01, -0.01, 0.00, 0.01, 0.02, 0.00, 0.00, 0.00, 0.01, 0.01, 0.00, 0.00, 0.00, 0.00, 0.00, 0.00, 0.00, 0.00, 0.00, 0.00, 0.00, 0.00, -0.03]
}


{
  "formula": "C31H25AsBr3F4HfN2PS",
  "method": "the ωB97M-V functional and the def2-TZVPD basis",
  "e_homo_ha": -0.708,
  "gap_ev": 6.472,
  "spin_multiplicity": 1,
  "charge": 4,
  "lumo_ev": -12.8,
  "de_lowest_kcal_mol": 0.2,
  "energy_ev": -338762.158,
  "symbols": ["Hf", "Br", "C", "C", "C", "N", "C", "C", "C", "C", "C", "Br", "C", "C", "N", "H", "H", "H", "H", "H", "H", "F", "C", "C", "F", "C", "F", "C", "P", "C", "C", "C", "C", "C", "C", "C", "C", "C", "C", "C", "C", "C", "Br", "C", "F", "H", "H", "H", "H", "H", "H", "H", "H", "H", "H", "C", "As", "C", "C", "S", "H", "H", "H", "H", "H", "H", "H", "H", "H"],
  "xyz": [[0.755, -0.486, 0.593], [5.790, -4.026, 3.488], [4.358, -3.103, 2.798], [3.605, -2.236, 3.594], [2.555, -1.561, 3.027], [2.204, -1.697, 1.725], [2.921, -2.560, 0.947], [3.996, -3.253, 1.451], [2.454, -2.720, -0.455], [2.892, -3.728, -1.279], [2.391, -3.840, -2.584], [2.976, -5.180, -3.693], [1.428, -2.920, -3.017], [1.018, -1.946, -2.149], [1.514, -1.818, -0.891], [3.842, -2.093, 4.640], [1.958, -0.883, 3.625], [4.575, -3.917, 0.825], [3.609, -4.458, -0.933], [1.009, -2.982, -4.012], [0.265, -1.224, -2.452], [-5.582, -4.351, 0.709], [-4.763, -3.345, 0.599], [-5.218, -2.105, 0.170], [-6.477, -1.926, -0.125], [-4.319, -1.046, 0.068], [-4.786, 0.141, -0.292], [-2.967, -1.191, 0.360], [-1.830, 0.206, 0.323], [-2.158, 1.234, -1.112], [-2.453, 0.627, -2.336], [-2.699, 1.414, -3.451], [-2.655, 2.800, -3.345], [-2.351, 3.402, -2.129], [-2.089, 2.625, -1.010], [-1.972, 1.085, 1.873], [-1.049, 0.730, 2.861], [-1.097, 1.268, 4.134], [-2.107, 2.181, 4.421], [-3.040, 2.539, 3.453], [-2.983, 1.997, 2.176], [-2.553, -2.445, 0.808], [-0.761, -2.763, 1.389], [-3.416, -3.510, 0.932], [-2.990, -4.680, 1.366], [-2.545, -0.451, -2.413], [-2.959, 0.950, -4.393], [-2.881, 3.413, -4.208], [-2.348, 4.482, -2.045], [-1.871, 3.103, -0.063], [-0.323, -0.085, 2.666], [-0.384, 0.986, 4.896], [-2.172, 2.608, 5.413], [-3.827, 3.240, 3.698], [-3.723, 2.275, 1.436], [2.837, 4.550, -0.732], [2.620, 2.732, -1.283], [4.322, 1.901, -1.553], [1.492, 2.585, -2.821], [1.521, 1.794, 0.409], [3.363, 5.077, -1.530], [3.423, 4.587, 0.185], [1.857, 4.997, -0.574], [4.827, 2.467, -2.339], [4.199, 0.868, -1.870], [4.908, 1.963, -0.637], [1.899, 3.231, -3.602], [0.489, 2.913, -2.550], [1.472, 1.557, -3.177]],
  "mulliken_charge": [-0.40, 0.06, -0.22, -0.74, -0.10, 0.11, 1.26, -0.80, 0.39, -0.74, -0.31, 0.06, -0.72, -0.22, 0.43, 0.50, 0.54, 0.57, 0.54, 0.52, 0.61, -0.21, 0.62, 0.21, -0.22, 0.32, -0.34, 0.47, 0.47, 1.26, -0.79, -0.89, -0.58, -0.90, -0.80, 0.71, 0.03, -0.94, -0.74, -0.87, -0.18, 0.22, 0.23, 0.14, -0.27, 0.51, 0.53, 0.48, 0.51, 0.50, 0.15, 0.52, 0.46, 0.48, 0.56, -1.03, 0.58, -0.96, -0.69, -0.24, 0.43, 0.41, 0.39, 0.43, 0.33, 0.39, 0.50, 0.09, 0.36]
}


{
  "formula": "C31H25Br4Cl2N5O5ReS",
  "method": "the ωB97M-V functional and the def2-TZVPD basis",
  "e_homo_ha": [-0.284, -0.283],
  "gap_ev": [5.845, 6.381],
  "spin_multiplicity": 2,
  "lumo_ev": [-1.9, -1.3],
  "de_lowest_kcal_mol": 13.2,
  "energy_ev": -368422.393,
  "symbols": ["Re", "N", "C", "S", "N", "N", "C", "C", "C", "C", "C", "C", "N", "H", "H", "H", "H", "H", "H", "H", "Br", "C", "C", "Br", "C", "Br", "C", "O", "C", "O", "C", "Br", "Cl", "C", "C", "C", "C", "C", "Cl", "C", "N", "C", "C", "C", "C", "C", "C", "C", "C", "O", "O", "H", "H", "H", "H", "H", "H", "H", "H", "H", "H", "C", "C", "C", "O", "C", "H", "H", "H", "H", "H", "H", "H", "H"],
  "xyz": [[-0.070, 0.298, 0.698], [2.097, 4.133, 0.842], [1.286, 3.062, 0.967], [1.999, 1.492, 0.656], [0.052, 3.323, 1.309], [-0.692, 2.150, 1.373], [-1.889, 2.269, 1.834], [-2.655, 1.051, 1.902], [-3.892, 0.940, 2.514], [-4.484, -0.301, 2.605], [-3.825, -1.411, 2.082], [-2.607, -1.241, 1.471], [-2.036, -0.026, 1.371], [3.075, 4.013, 0.660], [1.745, 5.035, 1.110], [-2.262, 3.234, 2.150], [-4.365, 1.825, 2.916], [-5.447, -0.410, 3.086], [-4.257, -2.400, 2.132], [-2.070, -2.061, 1.012], [2.391, -6.162, 1.555], [1.779, -4.411, 1.855], [1.798, -3.862, 3.180], [2.411, -4.903, 4.617], [1.349, -2.586, 3.417], [1.274, -1.781, 5.111], [0.903, -1.804, 2.330], [0.395, -0.610, 2.443], [0.882, -2.345, 1.047], [0.379, -1.542, 0.122], [1.307, -3.663, 0.803], [1.188, -4.271, -0.964], [-1.652, 6.380, -5.210], [-0.504, 5.623, -6.286], [0.093, 6.420, -7.240], [1.003, 5.866, -8.127], [1.320, 4.529, -8.000], [0.731, 3.743, -7.018], [1.374, 2.141, -6.854], [-0.242, 4.246, -6.144], [-0.895, 3.542, -5.141], [-1.489, 2.253, -5.196], [-1.780, 1.637, -6.411], [-2.413, 0.406, -6.450], [-2.818, -0.207, -5.273], [-2.599, 0.446, -4.071], [-1.926, 1.665, -4.006], [-1.826, 2.357, -2.659], [-1.687, 1.379, -1.513], [-2.692, 0.915, -1.001], [-0.457, 1.065, -1.162], [-0.171, 7.468, -7.288], [1.473, 6.474, -8.890], [2.058, 4.070, -8.644], [-1.321, 4.148, -4.460], [-1.524, 2.138, -7.335], [-2.611, -0.061, -7.408], [-3.324, -1.165, -5.291], [-2.946, 0.003, -3.143], [-2.774, 2.863, -2.476], [-1.025, 3.095, -2.614], [1.589, 0.037, -3.895], [2.422, 1.180, -3.299], [3.359, 0.416, -2.392], [2.531, -0.567, -1.782], [1.624, -1.042, -2.794], [2.058, -0.335, -4.808], [0.573, 0.343, -4.140], [1.791, 1.843, -2.699], [2.947, 1.767, -4.052], [3.806, 1.015, -1.598], [4.164, -0.066, -2.964], [0.656, -1.191, -2.321], [1.974, -2.003, -3.178]],
  "mulliken_spin": [0.94, 0.00, 0.00, 0.06, 0.00, -0.02, -0.01, 0.02, 0.00, 0.00, 0.00, 0.00, 0.04, 0.00, 0.00, 0.00, 0.00, 0.00, 0.00, 0.00, 0.00, -0.01, 0.01, 0.00, 0.00, 0.00, 0.00, -0.06, -0.03, 0.00, 0.02, 0.00, 0.00, 0.00, 0.00, 0.00, 0.00, 0.00, 0.00, 0.00, 0.00, 0.00, 0.00, 0.00, 0.00, 0.00, 0.00, 0.00, 0.01, 0.00, 0.02, 0.00, 0.00, 0.00, 0.00, 0.00, 0.00, 0.00, 0.00, 0.00, 0.00, 0.00, 0.00, 0.00, 0.00, 0.00, 0.00, 0.00, 0.00, 0.00, 0.00, 0.00, 0.00, 0.00]
}


no.,molar mass (g/mol),strongest force on any atom (eV Å⁻¹)
1,832.4,0.5
2,852.7,4.9
3,1057.7,0.4
4,1156.4,1.1